{"formula": "C70H69As2CsN3O2P", "method": "ωB97M-V with the def2-TZVPD basis set", "elements": ["Cs", "N", "P", "C", "C", "C", "C", "C", "C", "C", "C", "C", "C", "C", "C", "C", "C", "C", "C", "C", "N", "H", "H", "H", "H", "H", "H", "H", "H", "H", "H", "H", "H", "H", "H", "H", "C", "As", "C", "C", "C", "C", "C", "C", "C", "As", "C", "C", "H", "H", "H", "H", "H", "H", "H", "H", "H", "H", "H", "H", "H", "H", "H", "H", "C", "C", "C", "C", "C", "C", "C", "C", "C", "C", "C", "C", "C", "C", "H", "H", "H", "H", "H", "H", "H", "H", "H", "H", "H", "C", "C", "C", "C", "C", "C", "C", "C", "C", "C", "C", "C", "C", "C", "H", "H", "H", "H", "H", "H", "H", "H", "H", "H", "H", "C", "C", "C", "C", "C", "C", "C", "C", "C", "C", "H", "H", "H", "H", "H", "H", "H", "O", "C", "O", "C", "N", "C", "C", "C", "H", "H", "H", "H", "H", "H", "H", "H", "H"], "coordinates": [[0.712, -0.263, -0.306], [-1.246, 4.006, -1.257], [-1.580, 2.309, -1.194], [-2.796, 2.171, 0.105], [-3.324, 3.225, 0.825], [-4.543, 3.115, 1.474], [-5.346, 1.992, 1.193], [-4.870, 0.935, 0.492], [-3.395, 0.800, 0.233], [-2.717, 2.375, -2.669], [-2.540, 1.473, -3.714], [-3.398, 1.475, -4.801], [-4.441, 2.385, -4.868], [-4.656, 3.256, -3.806], [-3.816, 3.233, -2.711], [-0.314, 4.416, -0.360], [0.051, 5.752, -0.141], [1.055, 6.003, 0.773], [1.660, 4.942, 1.435], [1.223, 3.655, 1.154], [0.266, 3.399, 0.281], [-1.908, 4.670, -1.638], [-2.810, 4.180, 0.838], [-4.933, 3.930, 2.068], [-6.394, 2.022, 1.477], [-5.507, 0.123, 0.168], [-3.204, 0.218, -0.680], [-1.725, 0.762, -3.668], [-3.252, 0.762, -5.600], [-5.100, 2.405, -5.729], [-5.494, 3.943, -3.838], [-4.026, 3.867, -1.858], [-0.446, 6.552, -0.677], [1.362, 7.023, 0.979], [2.452, 5.118, 2.147], [1.658, 2.790, 1.639], [4.294, -2.532, 0.669], [2.413, -2.615, 1.239], [2.776, -2.867, 3.151], [2.048, -4.520, 0.913], [2.894, -5.499, 1.413], [2.568, -6.841, 1.341], [1.339, -7.202, 0.821], [0.510, -6.231, 0.284], [0.868, -4.888, 0.257], [0.056, -3.468, -1.032], [-0.750, -4.898, -2.141], [1.771, -3.451, -1.977], [4.807, -3.484, 0.819], [4.788, -1.763, 1.261], [4.361, -2.255, -0.384], [3.479, -3.680, 3.342], [1.842, -3.086, 3.674], [3.189, -1.946, 3.557], [3.848, -5.225, 1.855], [3.262, -7.595, 1.695], [1.039, -8.244, 0.811], [-0.443, -6.543, -0.131], [-0.033, -5.715, -2.246], [-0.983, -4.506, -3.130], [-1.675, -5.289, -1.708], [2.428, -4.234, -1.595], [2.272, -2.487, -1.876], [1.586, -3.634, -3.036], [-3.306, -4.829, 3.758], [-3.447, -3.563, 4.304], [-3.306, -2.434, 3.523], [-3.020, -2.528, 2.155], [-2.839, -3.820, 1.630], [-2.981, -4.944, 2.414], [-2.974, -1.407, 1.244], [-3.024, -0.069, 1.439], [-2.804, 0.658, 2.703], [-1.497, 1.074, 2.955], [-1.180, 1.779, 4.101], [-2.164, 2.085, 5.026], [-3.474, 1.705, 4.774], [-3.792, 1.001, 3.625], [-3.438, -5.712, 4.372], [-3.665, -3.454, 5.358], [-3.421, -1.459, 3.972], [-2.565, -3.921, 0.584], [-2.826, -5.923, 1.982], [-2.973, -1.721, 0.204], [-0.723, 0.829, 2.241], [-0.155, 2.082, 4.264], [-1.916, 2.623, 5.932], [-4.252, 1.952, 5.487], [-4.818, 0.715, 3.441], [4.652, 0.645, 7.020], [5.326, 0.910, 5.839], [4.682, 0.824, 4.624], [3.322, 0.493, 4.544], [2.663, 0.204, 5.749], [3.317, 0.277, 6.962], [2.579, 0.457, 3.290], [2.962, 0.909, 2.082], [4.122, 1.659, 1.787], [5.074, 1.253, 0.824], [6.134, 2.051, 0.471], [6.291, 3.319, 1.023], [5.347, 3.765, 1.941], [4.297, 2.965, 2.317], [5.164, 0.721, 7.970], [6.374, 1.182, 5.867], [5.230, 1.016, 3.715], [1.619, -0.085, 5.717], [2.788, 0.043, 7.878], [1.577, 0.033, 3.401], [4.955, 0.282, 0.362], [6.857, 1.695, -0.258], [7.130, 3.945, 0.741], [5.454, 4.751, 2.387], [3.598, 3.307, 3.070], [-4.654, -2.615, -4.278], [-4.256, -2.883, -2.960], [-2.962, -2.665, -2.578], [-1.990, -2.181, -3.478], [-0.641, -2.015, -3.022], [0.222, -1.517, -3.990], [-0.159, -1.232, -5.311], [-1.444, -1.442, -5.731], [-2.402, -1.919, -4.814], [-3.744, -2.144, -5.182], [-5.685, -2.779, -4.570], [-4.989, -3.258, -2.257], [-2.626, -2.880, -1.570], [1.269, -1.358, -3.741], [0.586, -0.875, -6.024], [-1.735, -1.250, -6.759], [-4.042, -1.933, -6.203], [3.919, 1.388, -4.505], [2.972, 1.099, -3.607], [3.185, 0.439, -2.632], [1.623, 1.712, -3.970], [1.627, 2.038, -5.405], [1.040, 3.367, -5.592], [0.488, 3.783, -4.226], [1.418, 3.056, -3.260], [0.825, 1.015, -3.694], [1.114, 1.331, -5.919], [3.451, 1.861, -5.236], [0.278, 3.358, -6.373], [1.831, 4.058, -5.911], [-0.528, 3.411, -4.100], [0.489, 4.862, -4.088], [0.986, 2.924, -2.273], [2.367, 3.587, -3.161]], "charge": -2, "e_lumo_ev": 3.423, "relative_energy_kj_mol": 26.16, "orbital_gap_ev": 4.248, "total_energy_ev": -213786.7730}


{"formula": "C2H11NO3", "method": "ωB97M-V with the def2-TZVPD basis set", "elements": ["C", "C", "N", "H", "H", "H", "H", "H", "H", "H", "O", "H", "H", "O", "H", "H", "O"], "coordinates": [[-1.139, 1.213, -0.441], [-0.402, -1.018, -1.173], [-0.482, 0.271, -1.326], [-1.399, 2.167, -0.992], [-0.275, 1.543, 0.242], [-1.850, 0.775, 0.347], [-0.246, -1.625, -2.032], [-0.405, -1.375, -0.157], [-2.843, 5.570, 2.437], [-4.142, 4.934, 3.193], [-3.810, 5.489, 2.480], [2.400, -2.941, -0.774], [2.162, -3.797, -1.799], [1.633, -3.378, -1.114], [3.945, -3.011, 1.458], [2.992, -1.927, 0.931], [3.712, -2.533, 0.648]], "charge": 0, "e_lumo_ev": 0.526, "relative_energy_kj_mol": 227.77, "smiles": "C=NC.O.O.O", "orbital_gap_ev": 9.270, "total_energy_ev": -9882.8392}


{"formula": "C30H53CrNP2", "method": "ωB97M-V with the def2-TZVPD basis set", "elements": ["Cr", "C", "C", "C", "C", "C", "C", "H", "H", "H", "C", "H", "H", "H", "C", "H", "H", "H", "C", "H", "H", "H", "C", "H", "H", "H", "C", "C", "C", "C", "C", "C", "C", "C", "H", "H", "H", "H", "H", "H", "H", "H", "H", "H", "H", "H", "P", "C", "H", "H", "H", "C", "H", "H", "H", "C", "H", "H", "H", "P", "C", "H", "H", "H", "C", "H", "H", "H", "C", "H", "H", "H", "C", "C", "C", "C", "C", "C", "N", "H", "H", "H", "H", "H", "H", "H", "H"], "coordinates": [[-0.639, -0.474, -2.306], [-1.915, 1.603, -0.264], [-2.305, 0.758, -1.351], [-1.898, -0.537, 0.565], [-1.728, 0.813, 0.887], [-2.276, -0.641, -0.831], [-1.931, 3.078, -0.306], [-1.647, 3.458, -1.299], [-1.238, 3.510, 0.431], [-2.936, 3.471, -0.076], [-1.542, 1.305, 2.281], [-1.590, 2.400, 2.331], [-0.568, 0.965, 2.669], [-2.313, 0.918, 2.968], [-1.962, -1.597, 1.588], [-2.835, -1.432, 2.242], [-1.079, -1.559, 2.243], [-2.056, -2.601, 1.159], [-3.110, -1.733, -1.398], [-4.167, -1.421, -1.446], [-3.059, -2.641, -0.786], [-2.794, -2.008, -2.417], [-3.165, 1.238, -2.457], [-4.169, 1.537, -2.109], [-3.288, 0.484, -3.237], [-2.723, 2.119, -2.936], [1.299, 0.337, -2.668], [0.250, 1.250, -3.015], [-0.164, 1.523, -4.444], [-1.083, 0.454, -5.103], [-1.259, -0.799, -4.269], [-0.131, -1.655, -3.947], [1.256, -1.398, -4.518], [2.092, -0.350, -3.757], [0.714, 1.708, -5.086], [-0.699, 0.217, -6.111], [-0.725, 2.469, -4.410], [2.490, 0.375, -4.488], [1.892, 0.553, -1.764], [0.071, 2.082, -2.314], [2.996, -0.833, -3.355], [1.799, -2.357, -4.527], [-0.376, -2.725, -3.915], [1.191, -1.107, -5.580], [-2.073, 0.909, -5.281], [-2.234, -1.313, -4.460], [1.975, 1.823, 0.451], [1.744, 2.441, 2.157], [2.559, 3.123, 2.438], [1.717, 1.584, 2.844], [0.781, 2.963, 2.227], [3.780, 1.497, 0.417], [4.329, 2.448, 0.439], [4.014, 0.959, -0.513], [4.071, 0.864, 1.266], [1.927, 3.390, -0.500], [2.056, 3.172, -1.567], [2.723, 4.065, -0.164], [0.949, 3.870, -0.380], [0.830, -2.414, -0.345], [-0.073, -3.775, -1.191], [0.622, -4.588, -1.431], [-0.546, -3.422, -2.116], [-0.866, -4.140, -0.525], [2.482, -2.572, -1.128], [2.410, -2.481, -2.218], [2.926, -3.541, -0.864], [3.129, -1.765, -0.758], [1.129, -3.237, 1.272], [0.716, -4.256, 1.255], [0.668, -2.656, 2.081], [2.204, -3.287, 1.481], [-0.431, -0.729, 5.318], [0.983, -0.889, 4.941], [2.064, -0.988, 5.881], [3.225, -1.181, 5.123], [2.814, -1.177, 3.750], [3.721, -1.391, 2.611], [1.459, -0.988, 3.666], [-1.054, -0.460, 4.458], [-0.522, 0.052, 6.086], [-0.814, -1.663, 5.755], [1.943, -0.937, 6.956], [4.255, -1.315, 5.436], [4.096, -2.427, 2.599], [3.216, -1.183, 1.658], [4.600, -0.739, 2.707]], "charge": 1, "multiplicity": 4, "e_lumo_ev": [-2.905, -4.910], "orbital_gap_ev": [7.333, 5.525], "total_energy_ev": -80447.8554, "s_squared": 3.922}